Entry 1:
The following is a quantum chemistry calculation of a molecular structure, C32H36ClN5O3Ta at a distorted geometry, from the OMol25 dataset.

Last column: Löwdin charge in e.
CARTESIAN COORDINATES (ANGSTROEM)
Ta -2.06620 -0.27827 0.08168  1.944
O -2.67196 0.04465 1.79348  -0.198
C -3.61410 -0.36609 2.62942  -0.298
C -4.16898 0.44188 3.60940  0.021
C -5.12858 0.03133 4.48073  0.000
C -5.54787 -1.27712 4.45207  -0.010
C -4.98756 -2.10729 3.50907  0.029
C -4.04938 -1.68299 2.53756  -0.099
C -3.56144 -2.56330 1.48255  0.025
N -2.85444 -2.15248 0.47727  -0.104
C -2.59374 -3.30816 -0.47781  -0.123
C -1.57938 -2.78453 -1.44488  -0.187
N -2.04549 -1.42755 -1.75372  -0.117
C -2.67955 -1.20203 -2.89156  0.024
C -3.50476 -0.06156 -3.17298  -0.112
C -4.08915 0.13048 -4.47144  0.034
C -4.98421 1.15680 -4.65433  -0.013
C -5.32779 1.98575 -3.57799  -0.002
C -4.85122 1.81929 -2.30917  -0.036
C -3.91277 0.81724 -2.14191  -0.260
O -3.41437 0.60466 -0.84344  -0.241
H -3.80746 1.44996 3.42699  0.141
H -5.47302 0.71711 5.32095  0.169
H -6.22055 -1.79810 5.10504  0.134
H -5.26917 -3.09331 3.53505  0.107
H -3.79497 -3.60989 1.40935  0.154
H -3.52302 -3.66790 -0.92472  0.149
H -2.13009 -4.17774 0.01968  0.152
H -1.50071 -3.40127 -2.30217  0.131
H -0.61366 -2.74741 -0.99802  0.096
H -2.44992 -1.88417 -3.69335  0.156
H -3.79246 -0.46314 -5.31361  0.130
H -5.40583 1.38122 -5.62718  0.135
H -5.91444 2.88443 -3.83464  0.149
H -5.01581 2.51063 -1.48297  0.134
C 5.79425 -1.63066 -0.68899  -0.001
C 5.63936 -0.19047 -0.07092  -0.527
C 6.22638 0.81012 -1.04326  -0.041
C 6.43574 -0.21619 1.24828  -0.023
C 4.19413 0.24389 0.18798  -0.410
O 3.45681 -0.03634 -1.03806  -0.059
C 4.06939 1.71754 0.59837  -0.090
C 2.77586 2.29709 1.25559  -0.083
C 1.49137 2.29652 0.35116  -0.173
C 1.53502 2.48430 -1.06777  0.049
C 0.37856 2.84189 -1.76291  -0.049
C -0.83429 2.79372 -1.13225  -0.694
Cl -2.26563 3.45806 -1.75225  0.872
C -0.96039 2.24502 0.12720  -0.229
C 0.25936 2.03588 0.92005  -0.042
C 3.56884 -0.76015 1.23310  -0.024
N 2.14048 -0.77976 1.15718  -0.060
C 1.32270 -0.76300 0.12302  -0.065
N 0.05022 -0.83899 0.58758  -0.076
C 0.21276 -1.01669 1.90476  -0.211
N 1.47873 -0.98740 2.30193  0.186
H 6.74552 -1.96746 -0.45262  0.070
H 5.74598 -1.58613 -1.78145  0.095
H 5.00587 -2.33942 -0.39299  0.085
H 6.56474 1.70465 -0.52523  0.099
H 5.59403 1.14298 -1.89237  0.106
H 7.14759 0.49281 -1.49678  0.101
H 7.49347 -0.35895 1.00791  0.106
H 6.12499 -1.03400 1.91161  0.097
H 6.37310 0.77554 1.75942  0.098
H 4.14467 0.00729 -1.71679  0.091
H 4.23705 2.36826 -0.32086  0.138
H 4.91095 1.97018 1.28779  0.130
H 2.89479 3.35090 1.53571  0.137
H 2.49504 1.83856 2.19521  0.104
H 2.49282 2.49541 -1.56693  0.121
H 0.36410 3.29355 -2.74821  0.130
H -1.89127 2.41303 0.72783  0.118
H 0.20453 1.70867 1.92500  0.105
H 3.95554 -0.42452 2.22648  0.161
H 3.91745 -1.79867 1.13384  0.141
H 1.61416 -0.75766 -0.91104  0.150
H -0.56077 -1.22058 2.70026  0.154

Cartesian forces, eV/Å:
Ta 1.401 1.390 -1.578
O 0.416 0.793 -0.569
C -1.744 -1.099 1.760
C 1.772 1.555 -2.388
C -0.865 1.208 2.606
C 0.491 -1.262 -0.695
C 0.705 1.348 -0.651
C 0.047 -1.482 -0.255
C -0.845 1.535 1.607
N 0.290 -2.023 -0.407
C 0.782 -0.184 0.409
C -0.623 0.486 -0.456
N -0.292 0.447 -0.192
C 0.812 1.161 0.549
C -0.356 -0.171 -0.110
C 0.222 0.329 0.897
C 0.115 -0.003 0.192
C -0.693 1.289 -1.300
C 1.041 -0.247 0.659
C -0.058 -0.645 1.098
O -0.108 0.079 -1.237
H -0.299 0.334 1.115
H 0.312 -0.804 -1.468
H -0.387 0.616 0.570
H -0.635 -2.339 -0.194
H -0.589 -0.371 0.716
H -0.015 0.436 -0.121
H -0.354 0.464 0.317
H -0.015 -0.572 -1.053
H 0.749 0.095 0.422
H -0.371 -0.431 -0.311
H 0.146 -0.425 -0.139
H 0.101 -0.170 0.049
H 0.021 -0.663 0.417
H -0.326 -0.248 -0.306
C -2.556 1.344 -0.799
C 0.641 -0.807 0.229
C 0.745 1.097 -0.299
C 0.195 1.032 -0.039
C -1.230 -1.872 0.138
O 0.608 0.655 0.006
C 0.174 1.781 -0.198
C -1.037 -0.381 -1.303
C 0.913 -1.010 -0.161
C -0.457 0.859 1.024
C 0.634 0.164 -0.544
C -0.778 -0.368 0.515
Cl -0.137 0.572 -0.816
C 0.822 -1.062 3.214
C -0.959 1.024 -2.246
C 2.348 1.009 -0.043
N -0.441 -0.362 0.027
C -0.576 0.140 -0.315
N -0.755 -0.476 -1.103
C 0.417 -0.544 3.817
N -1.928 0.209 -0.277
H 1.691 -0.889 0.554
H -0.037 0.013 0.036
H 0.522 0.122 0.121
H -0.343 0.326 0.113
H 0.103 -0.281 0.466
H 0.359 -0.709 -0.232
H -0.137 -0.076 0.117
H 0.090 0.279 -0.106
H 0.075 -0.911 -0.084
H -0.356 -0.075 -0.256
H 0.058 -0.982 1.052
H -0.685 -0.201 -0.540
H 0.484 -0.130 -0.267
H 0.099 -0.462 0.247
H -0.022 0.124 -0.077
H 0.509 -0.336 -0.140
H 0.662 -0.137 -0.698
H -0.232 -0.044 0.969
H -1.117 -0.282 -0.501
H -0.013 0.486 -0.301
H 0.056 0.306 0.092
H 0.744 0.429 -1.342

HOMO level = -17.0 eV
Total charge = +3
Lowest unoccupied orbital energy = -10.4 eV

=====

Entry 2:
The following is a quantum chemistry calculation of a molecular structure, C32H36N5O2SSb2Zn at a distorted geometry, from the OMol25 dataset.

Last column: Löwdin charge in e.
CARTESIAN COORDINATES (ANGSTROEM)
Zn 1.28679 2.65603 0.71102  0.560
N 2.54219 3.03423 2.42562  -0.001
C 1.63349 3.77513 3.31712  -0.125
C 0.18179 3.31663 3.05562  -0.685
O -0.57831 3.12513 3.97162  -0.011
O -0.11531 3.13713 1.81192  -0.176
H 2.76099 2.13493 2.85822  0.103
H 3.42709 3.53173 2.34442  0.107
H 1.69309 4.83853 3.07282  0.132
H 1.85469 3.62813 4.37552  0.131
C -1.48601 4.78453 -3.41208  0.014
C -0.06171 4.45753 -3.23358  -0.328
N 0.88629 4.54613 -4.10358  0.140
N 2.00559 4.08363 -3.51678  0.060
C 1.77649 3.68763 -2.25468  -0.742
S 2.83619 3.00393 -1.15678  0.733
N 0.44699 3.94313 -2.04968  -0.104
N -0.19161 3.68293 -0.85548  0.076
H -1.63781 5.18343 -4.40998  0.099
H -1.81731 5.51953 -2.67998  0.094
H -2.08071 3.87693 -3.29318  0.084
H 2.88109 4.08153 -4.02248  0.176
H -1.01021 3.07703 -0.97468  0.067
H -0.50381 4.53653 -0.39048  0.135
C -2.18171 0.30403 -0.74448  -0.354
C -1.70911 -0.29397 0.57962  -0.382
C -2.10751 0.55113 1.77752  -0.345
Sb -0.88661 0.21213 3.58542  1.583
C 0.91449 -0.57997 2.60132  -0.356
C 1.49249 -1.71067 3.16902  -0.123
C 2.68259 -2.22337 2.68872  -0.056
C 3.36059 -1.57357 1.66972  -0.076
C 2.80669 -0.44317 1.09292  -0.100
C 1.58799 0.02183 1.55522  -0.194
C -1.67311 -1.77327 3.94532  -0.410
C -2.35331 -1.98157 5.13472  -0.149
C -2.88831 -3.22257 5.43242  -0.084
C -2.73121 -4.27047 4.54162  -0.084
C -2.04661 -4.07287 3.35452  -0.082
C -1.52321 -2.82707 3.05812  -0.150
Sb -0.65871 0.50963 -2.33478  1.483
C -1.42501 -1.04927 -3.60228  -0.401
C -1.97681 -2.19227 -3.05238  -0.142
C -2.31051 -3.26547 -3.85678  -0.073
C -2.10091 -3.19717 -5.22318  -0.077
C -1.57691 -2.04467 -5.78228  -0.082
C -1.23721 -0.97487 -4.97148  -0.146
C 0.94969 -0.82307 -1.75968  -0.390
C 0.73929 -2.03077 -1.11678  -0.125
C 1.77749 -2.92957 -0.95248  -0.069
C 3.04219 -2.63077 -1.42808  -0.088
C 3.25999 -1.42527 -2.07098  -0.091
C 2.21819 -0.52807 -2.23688  -0.178
H -2.57471 1.30963 -0.57398  0.029
H -3.00011 -0.26507 -1.17978  0.048
H -0.62211 -0.39977 0.56772  0.031
H -2.13171 -1.29257 0.68912  0.098
H -3.14041 0.36283 2.06732  0.064
H -2.00781 1.61683 1.57132  0.023
H 0.98629 -2.19787 3.99022  0.098
H 3.08769 -3.13197 3.10852  0.113
H 4.30499 -1.95427 1.31292  0.112
H 3.30969 0.05033 0.27332  0.093
H 1.12349 0.88503 1.01092  0.037
H -2.45891 -1.16417 5.83572  0.086
H -3.42221 -3.37027 6.36002  0.106
H -3.13501 -5.24267 4.77702  0.104
H -1.91601 -4.89347 2.66262  0.104
H -0.97321 -2.68047 2.13842  0.084
H -2.15361 -2.25767 -1.98838  0.085
H -2.71881 -4.16247 -3.41448  0.108
H -2.34441 -4.04017 -5.85148  0.107
H -1.41341 -1.98427 -6.84868  0.106
H -0.81961 -0.07857 -5.41078  0.086
H -0.24211 -2.29547 -0.75558  0.088
H 1.59349 -3.87297 -0.46268  0.113
H 3.85049 -3.33667 -1.31368  0.111
H 4.24309 -1.18307 -2.44678  0.109
H 2.39979 0.40253 -2.76278  0.064

Cartesian forces, eV/Å:
Zn 1.489 0.843 -1.084
N 0.372 -0.131 0.080
C -0.543 0.006 0.200
C 0.361 0.240 1.051
O -0.090 0.564 0.207
O -0.791 0.061 -0.511
H 0.015 0.083 -0.178
H -0.127 -0.140 -0.149
H 0.020 -0.053 0.083
H 0.032 0.063 -0.136
C -0.087 0.009 -0.086
C 0.248 -0.102 0.160
N -0.733 0.461 -0.868
N -0.205 -0.361 1.176
C -0.326 0.063 -0.116
S 0.162 -0.369 0.830
N 0.571 0.186 -0.674
N -0.344 -0.096 0.288
H -0.022 0.001 -0.028
H -0.028 0.037 0.031
H -0.070 0.024 -0.024
H -0.119 -0.076 0.170
H 0.358 0.040 -0.223
H 0.228 -0.061 -0.110
C 0.287 0.080 -0.421
C 0.212 0.123 0.029
C 0.362 0.023 0.504
Sb -0.407 -0.899 -0.251
C -0.716 0.466 0.321
C -0.072 0.020 0.037
C 0.198 -0.023 -0.003
C -0.018 0.069 -0.003
C 0.199 0.149 -0.012
C 0.174 0.346 -0.258
C 0.275 0.605 -0.134
C -0.010 0.149 0.070
C -0.101 -0.110 0.093
C -0.069 -0.048 0.114
C 0.031 -0.113 -0.131
C 0.007 -0.123 -0.151
Sb -0.319 -0.792 -0.041
C 0.069 0.629 0.180
C -0.139 -0.065 0.179
C -0.031 -0.159 0.038
C 0.001 -0.014 -0.111
C 0.057 -0.071 -0.154
C 0.058 0.160 -0.106
C -0.385 0.588 -0.002
C -0.054 -0.220 0.127
C -0.085 -0.138 0.026
C 0.040 0.056 -0.145
C 0.193 -0.077 -0.062
C -0.028 0.195 -0.117
H 0.025 0.056 -0.074
H -0.037 -0.010 -0.136
H -0.152 -0.196 -0.026
H 0.148 -0.111 0.027
H -0.057 0.019 0.106
H 0.009 -0.001 -0.012
H 0.016 -0.126 0.039
H 0.069 -0.042 0.112
H 0.071 -0.043 -0.064
H 0.010 0.017 -0.065
H -0.073 -1.078 0.248
H -0.061 0.020 0.120
H -0.024 -0.040 0.063
H -0.058 -0.113 0.019
H -0.004 -0.053 -0.044
H 0.044 -0.060 -0.091
H -0.018 -0.047 0.124
H -0.069 -0.053 0.024
H -0.047 -0.069 -0.058
H -0.019 0.005 -0.068
H 0.049 0.034 -0.091
H -0.105 -0.046 0.077
H -0.019 -0.119 0.092
H 0.078 -0.078 0.039
H 0.097 0.014 -0.075
H 0.026 0.024 0.011

Energy relative to the best compared isomer or geometry (same formula, charge and spin) = 20.4 kcal per mole
HOMO level = -10.2 eV
Total charge = +1
Lowest unoccupied orbital energy = -2.6 eV